CHBr2NO2 in the gas phase in a non-equilibrium geometry, computed with ωB97M-V/def2-TZVPD.

Last columns: bonded neighbours and bond lengths (Å).
Cartesian coordinates (Å):
1 H -1.26529 -0.91086 0.02952  C4 1.052
2 Br 0.90006 -1.83851 0.69043  C4 2.076
3 O 1.00900 -0.01548 -1.50190  N6 1.177
4 C -0.44574 -0.30763 0.29711  H1 1.052, Br2 2.076, N6 1.569, Br7 1.878
5 O 0.18910 1.71373 -0.62333  N6 1.163
6 N 0.41412 0.57373 -0.67496  O3 1.177, C4 1.569, O5 1.163
7 Br -0.80125 0.78502 1.78314  C4 1.878

Its SMILES is O=[N+]([O-])C(Br)Br. Its total energy is -5391.8246 Eh. The calculation puts the LUMO energy at -0.65 eV. The charge is 0. The calculation puts the HOMO energy at -10.51 eV. The multiplicity is 1. As for the HOMO-LUMO gap: 9.865 eV. Its energy above the lowest of the compared OMol25 structures with the same formula, charge and spin is 54.9 kJ/mol.

Results of the Löwdin charge analysis, in e, for atoms 1 through 4:
1. H 0.018
2. Br 0.579
3. O 0.038
4. C -0.897

***

C4H3FN2O in the gas phase in a non-equilibrium geometry, computed with ωB97M-V/def2-TZVPD.

Last columns: bonded neighbours and bond lengths (Å).
Cartesian coordinates (Å):
1 N -0.89937 -1.28646 0.10760  N7 1.220, C8 1.413
2 C 1.91175 -0.44698 0.02743  H5 1.009, F9 1.381, C10 1.264
3 O -2.67666 0.07531 -0.10108  C4 1.430, N7 1.436
4 C -1.47569 0.83386 0.06233  O3 1.430, H6 1.015, C8 1.351
5 H 1.61908 -1.41255 -0.00207  C2 1.009
6 H -1.41116 1.84136 -0.04079  C4 1.015
7 N -2.10865 -1.24271 -0.05077  N1 1.220, O3 1.436
8 C -0.41769 0.02796 0.29808  N1 1.413, C4 1.351, C10 1.476
9 F 3.28674 -0.35289 -0.06296  C2 1.381
10 C 0.99742 0.41815 0.13936  C2 1.264, C8 1.476, H11 1.252
11 H 1.17426 1.54496 -0.37713  C10 1.252

Its SMILES is F/C=C/c1conn1. Its total energy is -438.6902 Eh. The calculation puts the LUMO energy at 0.49 eV. The charge is 0. The calculation puts the HOMO energy at -9.77 eV. The multiplicity is 1. As for the HOMO-LUMO gap: 10.257 eV. Its energy above the lowest of the compared OMol25 structures with the same formula, charge and spin is 466.0 kJ/mol.

Results of the Löwdin charge analysis, in e, for atoms 1 through 4:
1. N 0.083
2. C -0.150
3. O -0.009
4. C -0.022

***

11 unconnected molecules or ions with the total composition C20H43B3BrCl20NO3 in a non-equilibrium geometry, computed with ωB97M-V/def2-TZVPD.

Last columns: bonded neighbours and bond lengths (Å).
Cartesian coordinates (Å):
1 C -3.48871 -2.68297 -2.63181  Cl8 1.782, H10 1.095, H76 1.094, C78 1.520
2 H 6.62662 7.51535 -4.02953  C3 1.094
3 C 7.29668 6.95389 -3.37190  H2 1.094, H16 1.095, C47 1.520, Cl72 1.782
4 B 3.71061 0.29788 -0.47770  N33 1.518, O64 1.505, O70 1.476
5 C 6.63186 4.13167 8.82274  H11 1.095, H45 1.094, C58 1.520, Cl82 1.782
6 C -14.85952 -3.49435 -4.73898  H19 1.095, C32 1.520, Cl44 1.782, H49 1.094
7 H 7.85780 5.61649 -4.96404  C47 1.094
8 Cl -3.87954 -4.38157 -3.00333  C1 1.782
9 H -2.32928 -6.38226 -6.69602  C74 1.095
10 H -4.42980 -2.13754 -2.50732  C1 1.095
11 H 6.27022 4.70242 9.68419  C5 1.095
12 B 2.65875 2.30109 0.11806  O23 1.487, H29 1.176, O64 1.506
13 H 7.00870 6.68119 1.45020  C62 1.095
14 C 6.28565 4.72954 0.81599  H28 1.094, Cl38 1.782, C62 1.520, H67 1.095
15 Cl 5.30475 6.10114 2.98140  C62 1.782
16 H 8.23789 7.50749 -3.29264  C3 1.095
17 H 6.59287 4.96618 -3.90774  C47 1.095
18 H -8.35220 -4.94645 -4.61493  C27 1.095
19 H -15.80061 -2.94893 -4.61449  C6 1.095
20 H 2.66125 3.35393 2.99509  C25 1.094
21 H 5.85493 2.94784 12.63830  C22 1.095
22 C 5.88373 3.62954 13.49451  H21 1.095, H30 1.094, C53 1.520, Cl60 1.782
23 O 1.28835 1.83083 -0.21540  B12 1.487, B89 1.496
24 Cl 6.32383 5.66070 11.70230  C53 1.782
25 C 3.17564 2.85993 3.82480  H20 1.094, C34 1.520, H43 1.095, Cl79 1.782
26 H 5.79431 0.18846 -0.17930  N33 1.064
27 C -8.75373 -4.57721 -3.66598  H18 1.095, H31 1.094, Cl37 1.782, C56 1.520
28 H 6.62861 4.79019 -0.22120  C14 1.094
29 H 2.94596 2.99355 1.02381  B12 1.176
30 H 6.26836 3.07643 14.35638  C22 1.094
31 H -9.20448 -5.42179 -3.13629  C27 1.094
32 C -13.97116 -3.36465 -3.51255  C6 1.520, H61 1.095, H86 1.094, Cl88 1.782
33 N 4.92693 -0.27620 0.22585  B4 1.518, H26 1.064, H46 1.063
34 C 3.63786 3.89566 4.83660  C25 1.520, H40 1.094, Cl68 1.782, H77 1.095
35 H 5.39743 6.68905 0.71331  C62 1.094
36 H -1.70818 -3.18231 -1.48557  C78 1.095
37 Cl -10.07213 -3.43579 -4.03078  C27 1.782
38 Cl 7.53315 3.83368 1.71890  C14 1.782
39 C -6.17116 -6.68632 -6.23269  H54 1.094, H71 1.095, Cl80 1.782, C85 1.520
40 H 2.79282 4.51818 5.14496  C34 1.094
41 H -6.54559 -6.41114 -8.33584  C85 1.094
42 Cl 8.76234 4.65998 -3.02394  C47 1.782
43 H 2.48397 2.13949 4.27276  C25 1.095
44 Cl -15.25035 -5.19295 -5.11050  C6 1.782
45 H 6.17290 4.54908 7.92173  C5 1.094
46 H 4.88480 0.12957 1.20780  N33 1.063
47 C 7.51484 5.55583 -3.92685  C3 1.520, H7 1.094, H17 1.095, Cl42 1.782
48 Br -0.20132 -0.83894 0.39860  B89 2.038
49 H -14.34559 -3.08947 -5.61570  C6 1.094
50 H 8.46191 5.21443 8.48076  C58 1.094
51 Cl -7.45035 -8.51462 -7.83064  C85 1.782
52 Cl -0.99034 -5.60169 -8.47995  C74 1.782
53 C 6.76503 4.83685 13.21910  C22 1.520, Cl24 1.782, H66 1.095, H81 1.094
54 H -5.84555 -5.64820 -6.11714  C39 1.094
55 H -3.44681 -8.31949 -7.92574  C73 1.094
56 C -7.66970 -3.94724 -2.80683  C27 1.520, H75 1.094, Cl87 1.782, H90 1.095
57 Cl 8.95593 3.72783 10.22520  C58 1.782
58 C 8.14621 4.19171 8.70756  C5 1.520, H50 1.094, Cl57 1.782, H59 1.095
59 H 8.51617 3.53751 7.91179  C58 1.095
60 Cl 4.20871 4.09438 13.88725  C22 1.782
61 H -13.07899 -3.99369 -3.59275  C32 1.095
62 C 6.06749 6.12759 1.37095  H13 1.095, C14 1.520, Cl15 1.782, H35 1.094
63 H -8.00061 -6.27060 -7.33462  C85 1.095
64 O 3.74998 1.77292 -0.77530  B4 1.505, B12 1.506
65 H -2.59453 -7.84415 -9.40438  C73 1.095
66 H 6.71105 5.56891 14.03105  C53 1.095
67 H 5.36368 4.13988 0.83511  C14 1.095
68 Cl 4.29196 3.14680 6.31558  C34 1.782
69 Cl -4.31446 -6.33349 -8.82023  C73 1.782
70 O 2.48235 -0.42914 -0.85316  B4 1.476, B89 1.506
71 H -5.27899 -7.31536 -6.31288  C39 1.095
72 Cl 6.53394 6.92744 -1.76144  C3 1.782
73 C -2.99606 -7.47491 -8.45543  H55 1.094, H65 1.095, Cl69 1.782, C74 1.520
74 C -1.91203 -6.84493 -7.59628  H9 1.095, Cl52 1.782, C73 1.520, H83 1.094
75 H -6.95118 -4.71074 -2.49460  C56 1.094
76 H -2.97478 -2.27809 -3.50853  C1 1.094
77 H 4.40861 4.55138 4.41874  C34 1.095
78 C -2.60035 -2.55327 -1.40538  C1 1.520, H36 1.095, H84 1.094, Cl91 1.782
79 Cl 4.53733 1.95321 3.11930  C25 1.782
80 Cl -7.02526 -7.12769 -4.73277  C39 1.782
81 H 7.80735 4.52083 13.11543  C53 1.094
82 Cl 6.03427 2.45983 8.97734  C5 1.782
83 H -1.19351 -7.60843 -7.28405  C74 1.094
84 H -2.27474 -1.51515 -1.28983  C78 1.094
85 C -7.05952 -6.81602 -7.45912  C39 1.520, H41 1.094, Cl51 1.782, H63 1.095
86 H -13.64555 -2.32653 -3.39701  C32 1.094
87 Cl -6.74801 -2.70400 -3.69050  C56 1.782
88 Cl -14.82526 -3.80602 -2.01263  C32 1.782
89 B 1.32500 0.33575 -0.26728  O23 1.496, Br48 2.038, O70 1.506
90 H -8.08696 -3.48457 -1.90657  C56 1.095
91 Cl -3.45446 -2.99464 0.09454  C78 1.782

Its SMILES is NB1OBOB(Br)O1.ClCCCl.ClCCCl.ClCCCl.ClCCCl.ClCCCl.ClCCCl.ClCCCl.ClCCCl.ClCCCl.ClCCCl. Its total energy is -12921.0198 Eh. The calculation puts the LUMO energy at -0.11 eV. The charge is 0. The calculation puts the HOMO energy at -10.38 eV. The multiplicity is 1. As for the HOMO-LUMO gap: 10.272 eV. Its energy above the lowest of the compared OMol25 structures with the same formula, charge and spin is 312.5 kJ/mol.

Results of the Löwdin charge analysis, in e, for atoms 1 through 4:
1. C -0.672
2. H 0.074
3. C -0.639
4. B -0.505

***

A gas-phase ion, C10H21O3S (charge -1) in a non-equilibrium geometry, computed with ωB97M-V/def2-TZVPD.

Last columns: bonded neighbours and bond lengths (Å).
Cartesian coordinates (Å):
1 C -4.06954 -0.20174 -0.79590  H23 1.085, H25 1.086, C29 1.544, S31 1.800
2 C 0.25764 1.74549 0.74259  H9 1.090, C12 1.531, H17 1.093, C20 1.545
3 H 5.75736 -0.85568 1.06671  C5 1.088
4 H -3.24440 1.69781 -0.17738  C29 1.090
5 C 5.18111 -1.15446 0.19395  H3 1.088, C7 1.537, H11 1.087, H35 1.086
6 C 2.99370 -0.39693 -0.91153  C7 1.524, C18 1.553, H21 1.091, H33 1.088
7 C 3.70148 -0.78348 0.38209  C5 1.537, C6 1.524, H15 1.090, H26 1.091
8 H 0.84979 1.85853 -1.33479  C20 1.087
9 H 0.82278 2.02862 1.63071  C2 1.090
10 C -1.67083 0.22514 -0.04518  C12 1.536, H27 1.091, C29 1.534, H34 1.090
11 H 5.59349 -0.65493 -0.67887  C5 1.087
12 C -0.77547 0.67921 1.11788  C2 1.531, C10 1.536, H19 1.088, H30 1.089
13 O -4.35515 -1.65899 1.30116  S31 1.460
14 H 1.18181 -0.70528 0.18333  C18 1.084
15 H 3.17259 -1.64368 0.79182  C7 1.090
16 H -3.41766 0.49463 1.13276  C29 1.085
17 H -0.29693 2.64383 0.45930  C2 1.093
18 C 1.48832 -0.10531 -0.66552  C6 1.553, H14 1.084, C20 1.542, H28 1.086
19 H -0.26200 -0.16004 1.58334  C12 1.088
20 C 1.21024 1.39143 -0.42159  C2 1.545, H8 1.087, C18 1.542, H24 1.092
21 H 3.06154 -1.23995 -1.60009  C6 1.091
22 O -5.51859 -2.35139 -0.76566  S31 1.477
23 H -3.48967 -0.84815 -1.44685  C1 1.085
24 H 2.16718 1.87383 -0.21179  C20 1.092
25 H -4.68409 0.45626 -1.40348  C1 1.086
26 H 3.57198 0.02018 1.10848  C7 1.091
27 H -1.26251 0.56045 -0.99922  C10 1.091
28 H 0.94732 -0.41556 -1.55417  C18 1.086
29 C -3.13817 0.64794 0.09597  C1 1.544, H4 1.090, C10 1.534, H16 1.085
30 H -1.41392 1.10541 1.89086  C12 1.089
31 S -5.17225 -1.25405 0.16088  C1 1.800, O13 1.460, O22 1.477, O32 1.458
32 O -6.28206 -0.37668 0.51448  S31 1.458
33 H 3.47605 0.47280 -1.35372  C6 1.088
34 H -1.66085 -0.86457 -0.07998  C10 1.090
35 H 5.27970 -2.23067 0.08944  C5 1.086

Its SMILES is CCCCCCCCCCS(=O)(=O)[O-]. Its total energy is -1017.5982 Eh. The calculation puts the LUMO energy at 2.76 eV. The charge is -1. The calculation puts the HOMO energy at -4.82 eV. The multiplicity is 1. As for the HOMO-LUMO gap: 7.581 eV.

Results of the Löwdin charge analysis, in e, for atoms 1 through 4:
1. C -0.262
2. C -0.209
3. H 0.060
4. H 0.104